The following is a quantum chemistry calculation of a 3-piece molecular cluster, C3H10NO4 overall, from the OMol25 dataset.

```
18
Properties=species:S:1:pos:R:3:forces:R:3:nbo_charge:R:1
O 1.8961 -1.7677 -2.3333 -0.444 0.488 -0.395 -0.97
H 1.1750 -1.0951 -2.3231 0.152 -0.528 0.295 0.50
O 0.5885 0.4364 -1.2242 0.187 -0.099 0.723 -0.85
O 1.2497 2.9711 0.2367 0.073 0.403 0.421 -0.97
H 0.7333 2.2251 0.5602 0.070 -0.146 -0.286 0.48
N -1.1047 -0.8461 -0.3031 1.327 -0.283 1.326 -0.70
H -0.8671 1.0672 1.7056 0.453 -0.078 -0.610 0.20
C -0.9064 0.0315 2.0494 -1.543 -0.219 -1.158 -0.63
H 2.6104 -1.1517 -2.1673 0.465 -0.068 0.173 0.46
H 0.5896 -0.6825 0.8895 0.368 -0.912 -0.678 0.22
C -0.6134 0.0655 -1.2664 -1.542 0.408 -1.237 0.86
H 1.3653 2.7637 -0.6928 -0.140 -0.365 -0.190 0.49
C -0.4432 -1.0150 0.9725 0.187 2.190 0.240 -0.22
H -1.9632 -1.3456 -0.4291 -0.194 0.465 -0.410 0.38
H -0.5347 -2.0334 1.3181 0.092 -0.282 0.308 0.17
H -0.3157 0.0332 2.9448 0.044 -0.482 0.743 0.19
H -1.9956 -0.0688 2.1813 0.273 -0.272 0.728 0.19
O -1.4641 0.4120 -2.1189 0.171 -0.221 0.007 -0.79
```
Forces are in eV/Å.

Calculated values
LUMO level (eV): 3.81
HOMO-LUMO gap (hartree): 0.30240
Total charge: -1

=====

The following is a quantum chemistry calculation of a 2-piece molecular cluster, C3H10NO4 overall, from the OMol25 dataset.

```
18
Properties=species:S:1:pos:R:3:forces:R:3:nbo_charge:R:1
H 1.4674 0.1537 0.3392 0.318 -0.367 0.189 0.49
H 2.6477 -2.5197 1.6357 0.029 -0.080 0.065 0.52
O -2.1256 0.9720 1.2327 -0.036 0.005 -0.349 -0.41
C -0.9460 0.9424 1.0449 -0.321 0.316 0.343 0.77
C -0.3733 0.6987 -0.3583 -0.627 0.175 -1.149 -0.17
H 1.2612 -0.3544 -1.2414 0.148 0.255 -0.032 0.47
H -1.6763 -0.5332 -3.0931 0.017 0.004 0.112 0.56
O 2.4173 -1.6313 1.3426 -0.069 0.387 -0.237 -1.01
H -0.0297 1.6534 -0.7756 0.150 -0.014 0.332 0.29
N 0.8030 -0.2338 -0.3340 -0.869 0.291 -0.313 -0.67
H -2.2291 1.1561 -1.3652 -0.427 -0.084 0.413 0.39
O -1.0852 0.0160 -2.5204 -0.345 0.268 0.249 -0.29
H 3.2053 -1.0982 1.5112 0.098 -0.260 0.157 0.50
O 0.0291 1.1471 1.8833 0.776 -0.297 0.317 -0.64
H -2.1244 -0.6257 -0.8727 -0.494 0.264 0.063 0.29
H 0.5460 -1.1714 -0.0218 0.302 -0.196 0.459 0.47
C -1.5698 0.2449 -1.2346 1.626 -0.832 -0.545 -0.12
H -0.2176 1.1834 2.8276 -0.274 0.164 -0.076 0.56
```
Forces are in eV/Å.

Calculated values
LUMO level (alpha / beta) (eV): -7.80 / -14.71
HOMO-LUMO gap (alpha / beta) (hartree): 0.41768 / 0.16379
Total charge: +2
Spin multiplicity: 2

=====

The following is a quantum chemistry calculation of one molecule with the formula C3H10NOP3, from the OMol25 dataset.

```
18
Properties=species:S:1:pos:R:3:forces:R:3:nbo_charge:R:1
P -2.1125 0.5022 -0.4569 0.833 0.233 -2.776 0.55
P 2.8517 -1.6658 0.1409 -2.160 -0.351 1.172 0.55
P -3.7634 -0.7059 0.4720 0.012 -1.085 2.631 -0.02
H -3.5423 -0.3769 1.9409 0.091 -0.807 -1.380 0.00
H -4.4571 0.4668 0.5493 -0.825 1.051 -0.541 -0.03
O -0.9410 -0.6574 -0.4062 -0.574 -1.160 0.474 -0.75
H 2.0138 0.5144 -0.8943 -0.657 0.570 0.516 0.20
H 3.4442 -2.0369 -1.0130 0.521 -0.135 -1.759 -0.06
H 2.9989 -3.0389 0.5632 -0.380 0.555 0.226 -0.02
C 0.9474 0.6940 -0.5780 2.124 2.635 -0.745 -0.47
H 1.4536 2.6179 0.6369 -0.723 -0.155 -0.838 0.23
H 1.2291 1.1942 1.4232 1.042 -1.709 2.613 0.20
H -0.2592 1.8340 0.8454 1.259 0.495 -0.201 0.21
C 0.8401 1.6977 0.6319 -1.617 0.267 -2.188 -0.60
H -2.6921 0.1421 -1.8084 0.380 0.677 1.344 -0.04
H 0.4501 1.0680 -1.5160 -0.282 0.090 0.632 0.22
N 1.1258 -1.6356 -0.1997 2.924 -2.691 0.629 -0.66
C 0.4132 -0.6137 -0.3312 -1.967 1.520 0.190 0.48
```
Forces are in eV/Å.

Calculated values
LUMO level (alpha / beta) (eV): 0.57 / -4.14
HOMO-LUMO gap (alpha / beta) (hartree): 0.16192 / 0.12890
Total charge: 0
Spin multiplicity: 3

=====

no.,DFT total energy (a.u.)
1,-476.10392
2,-475.25038
3,-1274.08211